A molecular structure, C3H9CoFN3O10P at a distorted geometry. Source: OMol25; level of theory: wB97M-V/def2-TZVPD.

Geometry (Å):
Co1 -15.598640 8.745020 3.397360
P1 -17.010779 7.092794 2.653551
O1 -17.900934 6.278853 1.742379
O2 -15.480699 6.836967 2.386079
O3 -17.206882 7.693411 4.022308
O4 -16.618946 8.374699 1.787378
F1 -13.944931 9.795266 3.307225
C1 -13.558887 10.646507 6.694254
N1 -14.712959 9.795681 6.927992
O5 -15.664698 9.835329 6.078025
O6 -14.688507 9.003530 7.928154
H1 -13.176188 10.366124 5.704640
H2 -12.809151 10.504994 7.466159
H3 -13.786271 11.716752 6.586882
C2 -17.883038 11.994664 4.896105
N2 -17.231072 11.852196 3.549743
O7 -17.335784 12.779716 2.761509
O8 -16.635506 10.836040 3.350338
H4 -17.692397 11.056118 5.413754
H5 -18.953678 12.059220 4.717677
H6 -17.439017 12.852017 5.385233
C3 -15.035830 5.286706 5.814998
N3 -14.185702 6.501190 5.857098
O9 -14.559510 7.436098 5.167646
O10 -13.263090 6.529369 6.679048
H7 -14.541338 4.433309 6.270432
H8 -15.152807 5.072340 4.752246
H9 -15.976993 5.514586 6.310072

Atoms 1-3, force components in eV/Å:
1.64 0.57 -0.97
2.17 0.50 -7.37
-1.06 -0.97 2.22

Its relative energy (zero: lowest compared OMol25 entry of this formula, charge and spin) is 0.000 eV. Its spin multiplicity is 4. As for the charge: -2. As for the expectation value of S²: 3.8220.

---

2 unconnected molecules or ions with the total composition C19H29Cl4I2NO4P at a distorted geometry. Source: OMol25; level of theory: wB97M-V/def2-TZVPD.

Geometry (Å):
C1 4.592205 -0.146603 2.494281
C2 4.137773 0.899952 1.323269
O1 3.314702 0.108569 0.401801
C3 3.960824 0.062016 -0.900601
C4 3.007339 -0.441617 -2.089449
C5 1.690462 -1.222029 -1.606713
C6 0.552852 -1.376000 -2.725784
C7 -0.359315 -0.032606 -2.927175
C8 -1.548290 0.068813 -1.874862
C9 -2.856359 -0.773849 -2.170249
C10 -3.043895 -1.717691 -3.455318
C11 -4.037772 -0.652786 -1.185431
N1 -4.017176 0.177158 0.029808
C12 -5.266329 0.162227 0.828341
I1 -6.656457 1.843784 0.977259
C13 -5.648688 -1.025636 1.544906
C14 -7.043298 -1.051372 2.375595
I2 -4.475637 -2.851302 1.605493
C15 -2.844272 0.963976 0.340170
C16 -2.857846 1.859929 1.653291
C17 -2.484984 0.879317 2.912397
C18 -1.570901 0.947433 -0.596694
P1 -0.119405 2.045655 -0.142991
O2 1.179384 1.760413 -0.894196
O3 -0.598246 3.675064 -0.393183
O4 0.254567 1.912157 1.538770
H1 5.606922 0.135872 2.952948
H2 4.620823 -1.201403 2.021057
H3 3.745725 -0.124389 3.283778
H4 3.545357 1.727492 1.845349
H5 5.043256 1.373266 0.815021
H6 4.329480 1.118474 -1.196884
H7 4.885459 -0.624110 -0.771412
H8 3.640383 -1.161033 -2.734983
H9 2.743541 0.435949 -2.795787
H10 1.194612 -0.772280 -0.674132
H11 2.026307 -2.291695 -1.321169
H12 1.028638 -1.610111 -3.756632
H13 -0.118517 -2.289203 -2.499602
H14 0.267046 0.916825 -3.038979
H15 -0.864086 -0.189169 -3.959977
H16 -3.811496 -2.522170 -3.189041
H17 -3.549276 -1.055377 -4.259279
H18 -2.054287 -2.119171 -3.851342
H19 -4.985358 -1.237344 -1.428020
H20 -7.240126 -2.085322 2.839297
H21 -7.919810 -0.850253 1.647387
H22 -7.068163 -0.245954 3.183391
H23 -2.149041 2.751591 1.635599
H24 -3.899748 2.286501 1.915121
H25 -2.390765 -0.214440 2.571602
H26 -1.486669 1.160590 3.386589
H27 -3.280963 0.945950 3.728297
H28 -0.975369 3.669094 -1.305805
H29 0.680201 2.793930 1.725571
C19 8.234774 -0.959339 1.234163
Cl1 7.568876 -1.696415 2.707255
Cl2 8.003498 0.801790 1.294475
Cl3 9.969177 -1.324382 1.121614
Cl4 7.398359 -1.618739 -0.188208

Atoms 1-3, force components in eV/Å:
-0.66 0.52 -0.51
0.42 -1.19 1.39
1.10 1.53 -0.65

Its spin multiplicity is 1. As for the charge: +1.

---

2 unconnected molecules or ions with the total composition C4H10N4 at a distorted geometry. Source: OMol25; level of theory: wB97M-V/def2-TZVPD.

Geometry (Å):
N1 0.429247 0.769984 -2.160106
C1 0.008768 0.811898 -0.907703
N2 1.129240 1.041742 0.029441
N3 -1.132378 1.605890 -0.605885
H1 -0.286451 1.067476 -2.818761
H2 1.202092 1.974564 0.427229
H3 1.978970 0.639594 -0.354198
H4 -1.300670 2.442447 -1.145751
H5 -1.469556 1.591735 0.345251
C2 -0.179386 -2.020224 -1.040727
C3 -0.063977 -1.087693 -0.116186
N4 0.573633 -1.024188 1.029266
C4 -0.045406 -0.794564 2.305653
H6 -0.586052 -1.745337 -2.004862
H7 0.317632 -2.976140 -0.950391
H8 -0.594687 -1.696550 2.593783
H9 -0.713400 0.074595 2.312642
H10 0.732379 -0.675228 3.061304

Atoms 1-3, force components in eV/Å:
-0.57 -0.75 1.73
2.14 4.86 -2.06
-0.32 0.12 0.39

Its relative energy (zero: lowest compared OMol25 entry of this formula, charge and spin) is 5.651 eV. Its spin multiplicity is 1. As for the SMILES: N=C(N)N.C=C=NC.

---

A molecular structure, C31H56AlBIN2O19P2 at a distorted geometry. Source: OMol25; level of theory: wB97M-V/def2-TZVPD.

Geometry (Å):
C1 4.323947 -3.768999 2.157053
C2 2.804032 -3.446159 2.249558
O1 2.528110 -2.194039 2.886949
B1 2.938642 -1.176094 1.992630
O2 4.233528 -0.601940 2.220973
C3 1.964150 -0.744753 0.776057
O3 0.655605 -1.083205 1.289881
Al1 -0.274708 0.480103 1.072316
C4 -2.082161 0.494480 0.189770
C5 -2.732397 -0.906672 -0.040626
C6 -2.306544 -1.986299 0.986934
N1 -2.333917 -1.540157 2.384069
P1 -0.497451 1.746602 3.067971
O4 0.707154 1.141176 4.165988
I1 0.203913 4.088096 2.542780
O5 0.979939 1.479113 0.110954
C7 2.162461 0.797030 0.452464
P2 3.367597 1.213887 -0.924970
N2 2.818141 0.930737 -2.384718
O6 4.797505 0.352294 -0.740364
O7 3.793784 2.820214 -0.718113
H1 4.693617 -3.787521 1.118124
H2 4.949633 -3.109085 2.773337
H3 4.478727 -4.788240 2.550759
H4 2.312577 -4.212775 2.865319
H5 2.333517 -3.481671 1.248086
H6 4.087230 0.278441 2.562976
H7 2.027008 -1.318204 -0.170826
H8 -1.946665 0.956717 -0.809487
H9 -2.780416 1.158876 0.716593
H10 -2.490759 -1.259051 -1.056574
H11 -3.838455 -0.815717 -0.003536
H12 -3.040322 -2.819750 0.895229
H13 -1.341355 -2.429092 0.687261
H14 -1.428405 -1.713611 2.795729
H15 -2.611453 -0.573223 2.477530
H16 1.338302 1.852127 4.275416
H17 2.607239 1.305872 1.348347
H18 1.876177 0.561079 -2.280611
H19 5.242623 0.770664 0.002768
H20 3.477927 3.062760 0.158154
O8 -3.592508 3.716495 1.032135
C8 -4.468993 3.870062 0.233054
O9 -4.813049 2.933433 -0.684361
C9 -5.822960 3.458829 -1.560677
C10 -6.473669 4.585226 -0.785103
C11 -5.316836 5.107991 0.056295
H21 -5.339898 3.809681 -2.477630
H22 -6.528082 2.671675 -1.814416
H23 -6.930876 5.339057 -1.424091
H24 -7.246867 4.186925 -0.133907
H25 -4.731993 5.864686 -0.470783
H26 -5.649305 5.490278 1.017987
O10 8.290527 -3.496397 1.705986
C12 8.070594 -3.346734 0.538290
O11 8.289438 -4.305267 -0.393123
C13 8.029147 -3.768134 -1.703002
C14 7.105691 -2.587077 -1.472938
C15 7.562914 -2.086384 -0.112997
H27 8.980014 -3.472544 -2.151941
H28 7.569696 -4.535287 -2.324839
H29 7.159582 -1.835159 -2.258293
H30 6.071062 -2.931049 -1.408461
H31 8.386118 -1.373718 -0.195959
H32 6.741196 -1.657767 0.457449
O12 -8.997722 3.234690 -1.231905
C16 -9.118575 2.190282 -0.656234
O13 -8.429502 1.078720 -0.993463
C17 -8.868085 -0.031598 -0.186740
C18 -9.486238 0.596525 1.045927
C19 -10.052833 1.896551 0.492654
H33 -9.586782 -0.614394 -0.760415
H34 -8.016691 -0.664237 0.055506
H35 -10.225767 -0.041744 1.526897
H36 -8.707128 0.819611 1.778545
H37 -11.063704 1.769750 0.100279
H38 -10.029048 2.698378 1.226839
O14 -2.973598 9.001785 1.072169
C20 -1.904699 8.544602 0.787086
O15 -1.744183 7.480110 -0.030774
C21 -0.352932 7.112640 -0.085980
C22 0.402853 8.363031 0.318441
C23 -0.563327 9.016401 1.295756
H39 -0.180562 6.285078 0.604788
H40 -0.103710 6.786029 -1.093906
H41 1.385641 8.153362 0.739106
H42 0.540582 9.011846 -0.550315
H43 -0.425043 8.650321 2.314724
H44 -0.499427 10.101502 1.270467
O16 -10.024287 -3.142299 0.108458
C24 -9.540286 -3.532702 -0.913477
O17 -9.063647 -2.703332 -1.872792
C25 -8.651827 -3.469997 -3.016794
C26 -8.394881 -4.867611 -2.486339
C27 -9.404953 -4.970013 -1.352827
H45 -9.455111 -3.446392 -3.757960
H46 -7.759731 -3.022053 -3.450386
H47 -8.500436 -5.641678 -3.245379
H48 -7.382470 -4.929661 -2.081965
H49 -10.376868 -5.324566 -1.701176
H50 -9.044571 -5.592160 -0.537731
O18 11.883196 -2.724402 -2.891322
C28 12.182579 -3.563807 -2.094422
O19 11.313554 -4.493100 -1.631745
C29 11.942975 -5.281914 -0.608925
C30 13.432653 -5.138060 -0.857662
C31 13.526443 -3.730197 -1.426975
H51 11.642348 -4.889665 0.365556
H52 11.607538 -6.314024 -0.690333
H53 14.034963 -5.295802 0.036228
H54 13.754409 -5.860668 -1.611361
H55 13.625148 -2.977758 -0.642546
H56 14.332882 -3.632598 -2.149246

Atoms 1-3, force components in eV/Å:
-0.16 -0.68 0.08
0.02 -0.48 0.21
1.10 0.76 -1.44

Its spin multiplicity is 1. As for the charge: -1.

---

Number 1: DFT total energy -2860.10814 Eh, molar mass 356.0 u. Number 2: DFT total energy -3874.16310 Eh, molar mass 762.0 u. Number 3: DFT total energy -377.23913 Eh, molar mass 114.2 u. Number 4: DFT total energy -4001.95430 Eh, molar mass 987.4 u.